No. 1
Density functional theory data (ωB97M-V/def2-TZVPD) for a structure of composition C30H19Br4N2O4S3Se2Te3Y.

* LUMO level: 3.75 eV
* E: -18701.2598 Ha
* HOMO: -0.0685 hartree
* gap between HOMO and LUMO: 0.2061 Eh
* molar mass: 1516.94 g mol⁻¹
* net charge: -2

Element x y z (Å)
1 Y -0.423 1.028 -0.298
2 Br 1.299 7.440 2.520
3 C 1.246 5.916 1.397
4 C 2.109 5.806 0.317
5 Br 3.336 7.192 -0.080
6 C 2.075 4.652 -0.485
7 Br 3.106 4.507 -2.064
8 C 1.230 3.590 -0.190
9 O 1.182 2.462 -0.851
10 C 0.282 3.748 0.877
11 O -0.588 2.775 1.029
12 C 0.325 4.892 1.654
13 Br -0.929 4.985 3.069
14 Se 0.217 -1.671 0.088
15 Te 2.049 -3.250 0.671
16 Te 1.684 -2.644 -3.453
17 Se 0.790 -0.741 -2.124
18 S 2.242 1.242 2.383
19 C 3.333 1.124 1.096
20 N 3.449 -0.046 0.417
21 C 4.187 -0.233 -0.695
22 C 4.963 0.778 -1.173
23 C 4.956 1.997 -0.469
24 C 4.169 2.173 0.634
25 H 2.909 -0.850 0.754
26 H 4.095 -1.210 -1.155
27 H 5.538 0.639 -2.076
28 H 5.558 2.826 -0.822
29 H 4.126 3.121 1.149
30 O -4.038 1.899 -2.375
31 S -2.792 1.184 -2.361
32 O -1.592 2.015 -2.123
33 N -2.694 -0.007 -1.284
34 C -2.745 -1.235 -1.883
35 S -2.977 -2.652 -1.108
36 C -2.559 -1.121 -3.366
37 C -2.316 -2.135 -4.273
38 C -2.101 -1.793 -5.601
39 C -2.144 -0.466 -6.021
40 C -2.388 0.557 -5.113
41 C -2.584 0.193 -3.798
42 H -2.250 -3.158 -3.927
43 H -1.868 -2.571 -6.316
44 H -1.959 -0.224 -7.060
45 H -2.396 1.596 -5.416
46 Te -1.754 0.365 2.616
47 C -3.767 0.964 2.560
48 C -4.539 0.722 1.424
49 C -5.856 1.158 1.376
50 C -6.400 1.851 2.447
51 C -5.628 2.113 3.571
52 C -4.313 1.670 3.629
53 C -2.067 -1.717 2.748
54 C -0.947 -2.470 3.085
55 C -1.036 -3.854 3.117
56 C -2.242 -4.479 2.840
57 C -3.358 -3.721 2.514
58 C -3.274 -2.335 2.456
59 H -4.098 0.219 0.569
60 H -6.447 0.973 0.488
61 H -7.425 2.201 2.402
62 H -6.048 2.669 4.400
63 H -3.706 1.877 4.501
64 H 0.005 -1.990 3.284
65 H -0.149 -4.438 3.327
66 H -2.306 -5.561 2.854
67 H -4.295 -4.207 2.273
68 H -4.140 -1.757 2.166

No. 2
Density functional theory data (ωB97M-V/def2-TZVPD) for an isolated molecule of C5H9OP.

* LUMO level: 0.82 eV
* E: -612.4385 Ha
* HOMO: -0.3571 hartree
* gap between HOMO and LUMO: 0.3874 Eh
* molar mass: 116.10 g mol⁻¹
* SMILES: C=CP(C)(=O)C=C

Element x y z (Å)
1 C -2.358 0.244 1.437
2 C -1.589 -0.162 0.396
3 P 0.079 0.509 0.210
4 C 0.168 1.028 -1.795
5 O 0.294 1.551 1.239
6 C 1.158 -0.953 0.211
7 C 2.452 -1.128 0.291
8 H -3.272 -0.252 1.565
9 H -1.769 0.718 2.187
10 H -2.143 -0.623 -0.376
11 H 0.657 2.026 -1.813
12 H 0.779 0.184 -2.277
13 H -0.950 1.072 -2.140
14 H 0.541 -1.883 0.127
15 H 2.851 -2.025 0.362
16 H 3.101 -0.307 0.378

No. 3
Density functional theory data (ωB97M-V/def2-TZVPD) for an isolated molecule of C18H15ClN4O4S.

* LUMO level: -0.68 eV
* E: -2073.2577 Ha
* HOMO: -0.3147 hartree
* gap between HOMO and LUMO: 0.2899 Eh
* molar mass: 418.86 g mol⁻¹
* SMILES: O=C(CSCC(=O)OCn1nnc2ccccc2c1=O)Nc1ccc(Cl)cc1

Element x y z (Å)
1 O -1.641 -5.471 -0.502
2 C -1.705 -4.342 -0.924
3 C -0.778 -3.330 -0.254
4 S -1.130 -1.567 -0.727
5 C 0.182 -0.633 0.203
6 C 0.160 0.903 0.037
7 O -0.624 1.356 -0.804
8 O 0.948 1.585 0.862
9 C 0.854 3.024 0.661
10 N 1.737 3.659 1.660
11 N 1.671 3.232 2.991
12 N 2.499 3.694 3.905
13 C 3.422 4.681 3.565
14 C 4.319 5.103 4.552
15 C 5.269 6.101 4.235
16 C 5.285 6.663 2.956
17 C 4.406 6.246 1.954
18 C 3.454 5.252 2.291
19 C 2.549 4.711 1.287
20 O 2.522 5.153 0.137
21 N -2.450 -4.042 -2.069
22 C -3.363 -4.834 -2.779
23 C -3.586 -6.208 -2.619
24 C -4.598 -6.879 -3.335
25 C -5.469 -6.172 -4.168
26 Cl -6.881 -6.885 -4.905
27 C -5.231 -4.813 -4.347
28 C -4.156 -4.162 -3.718
29 H 0.238 -3.532 -0.480
30 H -0.877 -3.390 0.826
31 H 1.188 -0.962 -0.064
32 H 0.059 -0.841 1.282
33 H 1.182 3.269 -0.358
34 H -0.140 3.383 0.844
35 H 4.277 4.700 5.574
36 H 5.967 6.463 5.015
37 H 5.943 7.460 2.711
38 H 4.534 6.647 0.935
39 H -2.410 -3.087 -2.351
40 H -3.012 -6.801 -1.919
41 H -4.768 -7.942 -3.244
42 H -5.839 -4.266 -4.999
43 H -4.007 -3.129 -3.916

No. 4
Density functional theory data (ωB97M-V/def2-TZVPD) for a structure of composition C33H49BBrN4O4Rb.

* LUMO level: 3.89 eV
* E: -4429.9147 Ha
* HOMO: -0.0467 hartree
* gap between HOMO and LUMO: 0.1895 Eh
* molar mass: 741.96 g mol⁻¹
* net charge: -2

Element x y z (Å)
1 Rb -0.791 0.198 0.340
2 C -3.390 -1.620 -1.363
3 C -3.628 -0.295 -1.776
4 C -2.614 0.018 -2.737
5 C -1.793 -1.119 -2.847
6 C -2.263 -2.135 -2.011
7 C -1.759 -3.556 -1.926
8 C -1.885 -4.088 -0.493
9 C -2.595 -4.450 -2.862
10 C -0.289 -3.654 -2.342
11 C -2.364 1.237 -3.616
12 C -1.929 2.477 -2.814
13 C -1.220 0.965 -4.612
14 C -3.583 1.565 -4.498
15 C -4.897 0.396 -1.291
16 C -4.843 1.921 -1.161
17 C -6.056 0.016 -2.233
18 C -5.283 -0.104 0.115
19 H -4.025 -2.194 -0.706
20 H -0.949 -1.229 -3.507
21 H -2.919 -4.063 -0.161
22 H -1.291 -3.469 0.177
23 H -1.531 -5.120 -0.425
24 H -2.259 -5.490 -2.830
25 H -2.515 -4.093 -3.887
26 H -3.644 -4.415 -2.579
27 H 0.303 -2.978 -1.737
28 H -0.158 -3.380 -3.386
29 H 0.083 -4.672 -2.209
30 H -0.965 2.287 -2.335
31 H -2.637 2.734 -2.037
32 H -1.814 3.337 -3.480
33 H -0.289 0.775 -4.083
34 H -1.076 1.838 -5.253
35 H -1.450 0.110 -5.246
36 H -4.450 1.856 -3.916
37 H -3.850 0.687 -5.086
38 H -3.351 2.384 -5.185
39 H -4.645 2.412 -2.105
40 H -4.083 2.212 -0.438
41 H -5.806 2.289 -0.800
42 H -5.871 0.375 -3.242
43 H -6.999 0.440 -1.879
44 H -6.154 -1.067 -2.279
45 H -4.451 0.030 0.805
46 H -5.568 -1.152 0.103
47 H -6.135 0.466 0.491
48 C 2.293 -3.353 2.525
49 O 1.354 -2.825 1.613
50 C 1.758 -1.919 0.687
51 O 0.969 -1.561 -0.149
52 N 3.076 -1.565 0.736
53 N 3.400 -0.563 -0.232
54 H 1.777 -4.155 3.055
55 H 2.624 -2.596 3.242
56 H 3.168 -3.741 1.995
57 H 3.319 -1.253 1.709
58 H 4.385 -0.349 -0.100
59 H 2.862 0.278 -0.001
60 N 1.635 2.108 -1.562
61 C 2.294 2.990 -2.366
62 C 2.524 4.309 -1.956
63 C 3.138 5.207 -2.803
64 C 3.547 4.823 -4.071
65 C 3.343 3.514 -4.477
66 C 2.720 2.607 -3.644
67 H 1.679 1.126 -1.789
68 H 1.533 2.337 -0.583
69 H 2.232 4.607 -0.960
70 H 3.310 6.221 -2.471
71 H 4.029 5.530 -4.735
72 H 3.679 3.194 -5.456
73 H 2.555 1.588 -3.966
74 Br 3.021 3.378 1.972
75 C 2.342 2.883 3.670
76 C 2.165 3.872 4.621
77 C 1.707 3.526 5.877
78 C 1.438 2.200 6.178
79 C 1.627 1.221 5.217
80 C 2.088 1.550 3.953
81 C 2.332 0.491 2.886
82 O 1.639 0.560 1.864
83 O 3.249 -0.328 3.130
84 H 2.376 4.901 4.373
85 H 1.564 4.295 6.625
86 H 1.080 1.928 7.161
87 H 1.429 0.185 5.449
88 B -2.910 4.871 2.196
89 C -2.343 3.445 1.907
90 N -1.971 2.375 1.667
91 H -2.977 5.040 3.402
92 H -2.183 5.698 1.682
93 H -4.023 4.918 1.703